{
  "formula": "C4H7N3",
  "method": "the ωB97M-V functional and the def2-TZVPD basis",
  "elements": ["N", "C", "C", "C", "N", "C", "N", "H", "H", "H", "H", "H", "H", "H"],
  "positions_angstrom": [[2.05966, -0.04013, -1.42508], [1.08908, -0.39760, -0.66450], [0.66810, 0.72944, 0.20407], [-0.76420, 0.34058, 0.56318], [-1.55259, 1.06078, 1.46746], [-0.97664, -0.91353, 0.11644], [0.18333, -1.43472, -0.56169], [1.23711, 1.37475, -0.56445], [2.57918, -0.70821, -1.96032], [1.27013, 0.82843, 1.11340], [-2.51780, 0.75189, 1.51393], [-1.51197, 2.05732, 1.30873], [-1.83024, -1.57115, 0.27637], [0.05565, -2.04108, -1.35947]],
  "forces_ev_per_angstrom": [[0.5, -0.9, 0.1], [0.5, 0.0, -0.3], [0.4, 0.1, -0.1], [0.1, 0.0, -0.5], [0.0, 0.1, -0.2], [0.1, 0.3, 0.0], [0.3, 0.0, -0.1], [-2.2, 1.2, 1.5], [-0.3, -0.8, -0.5], [0.0, -0.3, 0.0], [0.2, 0.0, 0.0], [0.0, 0.0, 0.0], [0.3, 0.3, 0.0], [0.1, 0.0, 0.1]],
  "nbo_charge": [-0.771, 0.479, -0.576, 0.149, -0.803, -0.134, -0.606, 0.319, 0.348, 0.240, 0.375, 0.376, 0.208, 0.395],
  "orbital_gap_ev": 8.56,
  "smiles": "[H]/N=C1/CC(N)=CN1",
  "total_charge": 0,
  "e_homo_ev": -7.54,
  "energy_ha": -320.8213
}